# 1
{"formula": "C3H7NO3", "method": "the ωB97M-V functional and the def2-TZVPD basis", "species": ["C", "C", "C", "N", "O", "O", "O", "H", "H", "H", "H", "H", "H", "H"], "positions_angstrom": [[-1.265, 1.499, 0.671], [1.810, -0.769, -0.347], [-0.508, 0.082, -0.562], [0.556, -0.286, 0.387], [-0.643, 1.418, 1.807], [-2.255, 2.074, 0.317], [-1.588, -0.838, -0.575], [2.372, 0.081, -0.589], [2.245, -1.523, 0.360], [1.732, -1.311, -1.276], [-0.269, 0.550, -1.599], [0.013, 0.672, 1.537], [0.124, -1.058, 0.951], [-2.325, -0.590, -1.080]], "gap_ev": 8.919, "e_tot_ha": -398.90569, "relative_energy_kcal_mol": 82.8, "lumo_energy_ev": 0.65, "homo_ev": -8.27, "mol_weight_g_mol": 105.09}



# 2
{"formula": "C3H10O4S", "method": "the ωB97M-V functional and the def2-TZVPD basis", "species": ["O", "C", "O", "C", "C", "S", "H", "H", "H", "H", "H", "H", "O", "H", "H", "O", "H", "H"], "positions_angstrom": [[2.078, -1.396, 2.237], [0.968, -1.323, 1.778], [0.181, -2.395, 1.617], [0.263, -0.046, 1.453], [0.325, 0.395, -0.003], [-0.864, 1.800, -0.316], [0.665, -3.228, 1.677], [-0.761, -0.066, 1.778], [0.628, 0.769, 2.070], [-0.063, -0.303, -0.734], [1.281, 0.891, -0.138], [-0.733, 2.418, 0.867], [2.427, -1.374, -1.034], [3.311, -1.747, -0.933], [2.508, -0.420, -0.969], [-4.128, 2.051, -4.002], [-3.619, 2.819, -4.287], [-3.477, 1.535, -3.508]], "gap_ev": 9.951, "e_tot_ha": -819.44880, "relative_energy_kcal_mol": 10.0, "lumo_energy_ev": 0.49, "smiles": "O=C(O)CCS.O.O", "homo_ev": -9.46, "mol_weight_g_mol": 142.18}



# 3
{"formula": "C43H74O28", "method": "the ωB97M-V functional and the def2-TZVPD basis", "species": ["C", "O", "C", "O", "O", "C", "H", "H", "H", "H", "H", "H", "C", "O", "C", "O", "O", "C", "H", "H", "H", "H", "H", "H", "C", "O", "C", "O", "O", "C", "H", "H", "H", "H", "H", "H", "C", "O", "C", "O", "O", "C", "H", "H", "H", "H", "H", "H", "C", "O", "C", "O", "O", "C", "H", "H", "H", "H", "H", "H", "O", "C", "C", "C", "C", "O", "H", "H", "H", "H", "H", "H", "O", "C", "C", "C", "C", "O", "H", "H", "H", "H", "H", "H", "O", "C", "C", "C", "C", "O", "H", "H", "H", "H", "H", "H", "O", "C", "C", "C", "C", "O", "H", "H", "H", "H", "H", "H", "O", "C", "C", "C", "C", "O", "H", "H", "H", "H", "H", "H", "O", "C", "C", "C", "C", "O", "H", "H", "H", "H", "H", "H", "C", "C", "C", "O", "C", "H", "H", "H", "H", "H", "H", "H", "H"], "positions_angstrom": [[4.505, 2.004, -26.763], [3.879, 2.190, -28.045], [3.017, 1.336, -28.550], [2.676, 0.298, -28.014], [2.700, 1.758, -29.752], [1.932, 0.913, -30.570], [5.385, 2.645, -26.815], [4.809, 0.998, -26.473], [3.863, 2.379, -25.966], [2.653, 0.196, -30.964], [1.454, 1.503, -31.352], [1.144, 0.393, -30.026], [6.474, 2.234, -23.224], [6.450, 2.936, -24.433], [6.968, 4.197, -24.365], [7.498, 4.680, -23.368], [6.876, 4.773, -25.587], [7.315, 6.162, -25.813], [5.738, 2.605, -22.511], [7.480, 2.205, -22.805], [6.192, 1.230, -23.543], [8.165, 6.439, -25.190], [6.484, 6.859, -25.700], [7.642, 6.058, -26.847], [-0.622, -0.334, -32.244], [-0.389, 0.917, -32.921], [0.138, 1.072, -34.108], [0.464, 0.198, -34.919], [0.362, 2.411, -34.359], [-0.331, 3.443, -33.693], [-1.562, -0.814, -32.515], [-0.764, -0.210, -31.170], [0.176, -1.063, -32.379], [-0.995, 3.903, -34.425], [0.359, 4.189, -33.299], [-0.908, 3.057, -32.853], [0.498, 7.307, -26.060], [1.838, 6.960, -25.632], [1.974, 6.078, -24.663], [1.034, 5.572, -24.023], [3.263, 5.788, -24.562], [3.846, 4.799, -23.722], [-0.143, 6.467, -26.326], [0.606, 8.100, -26.800], [-0.092, 7.786, -25.279], [3.196, 4.475, -22.910], [4.789, 5.129, -23.287], [4.008, 3.861, -24.253], [3.617, -1.220, -24.913], [2.424, -0.623, -24.395], [2.463, 0.561, -23.769], [3.533, 1.172, -23.530], [1.292, 0.838, -23.239], [1.103, 1.981, -22.370], [3.563, -2.308, -24.935], [4.520, -1.064, -24.323], [3.799, -0.774, -25.890], [1.021, 2.829, -23.049], [1.992, 2.030, -21.741], [0.235, 1.850, -21.723], [3.760, -1.778, -32.154], [3.030, -2.762, -32.351], [1.927, -3.238, -31.452], [1.876, -4.713, -31.808], [2.348, -4.792, -33.281], [3.238, -3.632, -33.355], [2.312, -3.004, -30.460], [1.062, -2.674, -31.801], [2.566, -5.314, -31.216], [0.914, -5.185, -31.607], [2.838, -5.743, -33.488], [1.523, -4.713, -33.989], [6.586, -0.289, -28.054], [6.232, -1.471, -28.232], [5.143, -1.983, -29.096], [4.938, -3.317, -28.347], [6.288, -3.721, -27.850], [6.783, -2.448, -27.525], [4.217, -1.409, -29.128], [5.575, -2.145, -30.084], [4.227, -3.290, -27.520], [4.500, -4.008, -29.066], [6.244, -4.263, -26.905], [6.944, -4.155, -28.604], [-0.896, 2.250, -29.510], [-0.437, 2.395, -28.378], [-0.623, 1.416, -27.302], [0.088, 2.063, -26.138], [0.396, 3.503, -26.591], [0.182, 3.524, -28.024], [-1.694, 1.343, -27.110], [-0.259, 0.441, -27.627], [-0.528, 1.958, -25.245], [0.994, 1.474, -25.991], [-0.298, 4.223, -26.158], [1.397, 3.877, -26.375], [1.163, 8.109, -29.894], [2.012, 7.306, -29.717], [3.202, 7.460, -28.815], [3.998, 6.245, -29.100], [3.009, 5.252, -29.702], [1.971, 6.115, -30.220], [3.771, 8.382, -28.942], [3.016, 7.409, -27.743], [4.628, 6.545, -29.937], [4.506, 5.761, -28.266], [3.446, 4.763, -30.572], [2.627, 4.492, -29.020], [-0.223, -1.840, -29.364], [-1.251, -2.471, -29.218], [-2.682, -1.980, -29.452], [-3.395, -2.925, -28.487], [-2.590, -4.173, -28.466], [-1.288, -3.742, -28.742], [-2.732, -0.906, -29.269], [-3.009, -2.134, -30.480], [-3.379, -2.478, -27.492], [-4.444, -3.104, -28.722], [-2.652, -4.691, -27.508], [-2.877, -4.795, -29.314], [10.214, 3.863, -28.209], [9.174, 3.564, -28.809], [8.289, 2.289, -28.793], [7.194, 2.659, -29.802], [7.317, 4.200, -30.031], [8.628, 4.568, -29.572], [8.691, 1.306, -29.038], [7.838, 2.227, -27.803], [7.385, 2.152, -30.747], [6.217, 2.382, -29.405], [7.111, 4.496, -31.059], [6.592, 4.662, -29.360], [3.824, 2.914, -33.524], [4.196, 1.636, -34.180], [5.166, 1.066, -33.131], [5.881, 2.213, -32.662], [5.122, 3.412, -32.823], [3.074, 2.672, -32.771], [3.411, 3.641, -34.223], [4.778, 1.783, -35.090], [3.374, 0.987, -34.480], [5.861, 0.349, -33.569], [4.753, 0.631, -32.221], [5.619, 3.985, -33.606], [4.879, 3.866, -31.863]], "gap_ev": 9.229, "e_tot_ha": -3789.57529, "relative_energy_kcal_mol": 13.5, "lumo_energy_ev": 0.07, "smiles": "COC(=O)OC.COC(=O)OC.COC(=O)OC.COC(=O)OC.COC(=O)OC.O=C1CCCO1.O=C1CCCO1.O=C1CCCO1.O=C1CCCO1.O=C1CCCO1.O=C1CCCO1.C1CCOC1", "homo_ev": -9.16, "mol_weight_g_mol": 1039.04}